Formula: C38H37CeClNO2P2
Source: OMol25
Level of theory: ωB97M-V/def2-TZVPD

Calculated values
**Net charge**: +3
**HOMO-LUMO gap (alpha / beta)**: 5.01 / 5.04 eV
**Molecular weight**: 777.2 g/mol
**DFT total energy**: -89596.5958 eV
**LUMO energy (alpha / beta)**: -11.18 / -11.14 eV
**HOMO level (alpha / beta)**: -16.18 / -16.18 eV

Last column: Löwdin charge in e.
Geometry (Å):
Ce (-0.38, 0.52, 0.43)  0.65
Cl (-2.81, 1.14, 0.90)  0.20
P (-0.23, 1.37, -2.36)  1.03
P (-0.33, -2.08, 1.70)  1.02
C (0.47, 3.03, -1.93)  -0.35
C (-1.91, 1.69, -3.00)  -0.37
C (0.78, 0.66, -3.70)  -0.36
C (1.04, -3.29, 1.61)  -0.34
C (-0.27, -1.23, 3.35)  -0.36
C (-1.92, -2.95, 1.69)  -0.37
C (1.64, 3.53, -2.54)  -0.05
C (2.11, 4.80, -2.21)  -0.03
C (1.43, 5.57, -1.26)  -0.04
C (0.32, 5.05, -0.59)  -0.06
C (-0.16, 3.79, -0.93)  -0.12
H (2.16, 2.93, -3.28)  0.11
H (3.01, 5.20, -2.69)  0.13
H (1.78, 6.58, -1.02)  0.12
H (-0.20, 5.64, 0.17)  0.12
H (-1.07, 3.40, -0.43)  0.09
C (2.10, 0.23, -3.40)  -0.12
C (2.90, -0.34, -4.38)  -0.05
C (2.40, -0.48, -5.68)  -0.03
C (1.08, -0.10, -5.99)  -0.04
C (0.27, 0.45, -5.00)  -0.05
H (2.48, 0.34, -2.38)  0.10
H (3.91, -0.68, -4.13)  0.12
H (3.03, -0.90, -6.46)  0.12
H (0.70, -0.24, -7.00)  0.13
H (-0.76, 0.72, -5.23)  0.12
C (-2.29, 2.90, -3.59)  -0.06
C (-3.60, 3.08, -4.06)  -0.03
C (-4.54, 2.05, -3.92)  -0.02
C (-4.18, 0.85, -3.29)  -0.05
C (-2.88, 0.67, -2.84)  -0.11
H (-1.57, 3.71, -3.68)  0.12
H (-3.90, 4.02, -4.52)  0.13
H (-5.55, 2.18, -4.28)  0.13
H (-4.92, 0.05, -3.14)  0.13
H (-2.60, -0.27, -2.35)  0.09
C (-1.45, -0.85, 4.01)  -0.08
C (-1.39, -0.28, 5.28)  -0.03
C (-0.16, -0.04, 5.88)  -0.04
C (1.03, -0.33, 5.19)  -0.07
C (0.97, -0.93, 3.93)  -0.09
H (-2.41, -1.00, 3.51)  0.11
H (-2.32, -0.03, 5.81)  0.13
H (-0.11, 0.38, 6.88)  0.13
H (2.00, -0.11, 5.65)  0.12
H (1.90, -1.20, 3.41)  0.11
C (2.25, -2.91, 0.97)  -0.11
C (3.29, -3.83, 0.84)  -0.05
C (3.17, -5.10, 1.41)  -0.03
C (1.99, -5.48, 2.08)  -0.03
C (0.92, -4.58, 2.15)  -0.05
H (2.35, -1.90, 0.56)  0.08
H (4.21, -3.55, 0.32)  0.12
H (3.99, -5.80, 1.34)  0.12
H (1.92, -6.47, 2.53)  0.13
H (-0.01, -4.88, 2.64)  0.10
C (-2.35, -3.75, 2.77)  -0.09
C (-3.56, -4.45, 2.69)  -0.03
C (-4.36, -4.31, 1.55)  -0.03
C (-3.97, -3.47, 0.50)  -0.05
C (-2.75, -2.80, 0.56)  -0.10
H (-1.74, -3.83, 3.67)  0.12
H (-3.89, -5.09, 3.50)  0.13
H (-5.31, -4.85, 1.48)  0.13
H (-4.62, -3.32, -0.37)  0.12
H (-2.43, -2.16, -0.27)  0.08
H (0.77, -1.39, -1.27)  0.09
H (0.05, -1.50, -1.45)  0.10
N (2.30, 3.26, 3.25)  0.20
C (3.10, 2.62, 2.16)  0.00
C (2.13, 1.76, 1.37)  -0.56
O (2.45, 0.97, 0.44)  0.02
O (0.90, 1.93, 1.76)  -0.22
H (1.50, 3.75, 2.84)  0.17
H (2.83, 3.92, 3.81)  0.19
H (1.89, 2.58, 3.89)  0.17
H (3.51, 3.41, 1.52)  0.16
H (3.88, 2.00, 2.62)  0.16

=====

Formula: C38H37Cl2GaN7O7S
Source: OMol25
Level of theory: ωB97M-V/def2-TZVPD

Calculated values
**Net charge**: +1
**Energy above the lowest of the compared OMol25 structures with the same formula, charge and spin**: 37.9 kcal per mole
**HOMO-LUMO gap**: 6.88 eV
**Molecular weight**: 876.5 g/mol
**DFT total energy**: -153020.1753 eV
**LUMO energy**: -3.52 eV
**HOMO level**: -10.40 eV

Last column: Löwdin charge in e.
Geometry (Å):
Ga (-0.28, 0.43, 0.07)  0.62
Cl (-6.12, -3.81, 1.51)  0.68
C (-4.74, -2.77, 1.49)  -0.67
C (-4.75, -1.59, 2.25)  -0.07
C (-3.68, -0.74, 2.22)  0.02
C (-2.56, -0.99, 1.40)  -0.30
O (-1.58, -0.13, 1.37)  -0.10
C (-2.54, -2.21, 0.68)  -0.14
C (-1.34, -2.61, 0.03)  -0.03
N (-0.36, -1.81, -0.22)  0.06
C (0.87, -2.31, -0.62)  -0.23
C (1.12, -3.42, -1.38)  0.00
C (2.44, -3.82, -1.65)  -0.04
C (3.50, -3.13, -1.14)  -0.01
C (3.29, -1.99, -0.34)  -0.13
C (4.32, -1.26, 0.28)  0.03
C (4.01, -0.20, 1.08)  -0.01
C (2.67, 0.20, 1.20)  -0.14
N (1.68, -0.43, 0.60)  0.07
C (1.96, -1.55, -0.12)  -0.15
C (-3.64, -3.09, 0.74)  -0.05
H (-5.61, -1.37, 2.87)  0.11
H (-3.68, 0.17, 2.81)  0.12
H (-1.22, -3.68, -0.16)  0.15
H (0.29, -4.00, -1.77)  0.11
H (2.61, -4.70, -2.27)  0.12
H (4.52, -3.46, -1.33)  0.12
H (5.35, -1.57, 0.14)  0.13
H (4.78, 0.36, 1.60)  0.12
H (2.41, 1.06, 1.80)  0.09
H (-3.61, -4.01, 0.18)  0.12
O (-6.60, 3.90, 4.29)  -0.02
C (-5.88, 4.66, 3.36)  -0.24
N (-4.45, 4.38, 3.41)  0.10
C (-3.79, 3.81, 2.38)  -0.44
O (-4.32, 3.47, 1.34)  0.07
C (-2.31, 3.60, 2.57)  -0.08
C (-1.45, 4.36, 3.35)  0.01
C (-0.11, 4.04, 3.34)  -0.03
C (0.34, 2.99, 2.56)  -0.11
N (-0.47, 2.26, 1.79)  0.04
C (-1.76, 2.57, 1.81)  -0.09
H (-6.67, 2.99, 3.98)  0.09
H (-6.05, 5.70, 3.63)  0.13
H (-6.19, 4.49, 2.33)  0.13
H (-3.98, 4.58, 4.28)  0.14
H (-1.81, 5.20, 3.94)  0.12
H (0.60, 4.61, 3.93)  0.11
H (1.40, 2.75, 2.54)  0.10
H (-2.43, 2.01, 1.18)  0.10
Cl (1.69, 2.31, -0.71)  0.84
C (0.98, 2.52, -2.27)  -0.59
C (1.76, 2.90, -3.35)  -0.10
C (1.16, 3.05, -4.59)  -0.07
C (-0.20, 2.82, -4.73)  -0.06
C (-0.96, 2.40, -3.64)  -0.04
C (-0.38, 2.24, -2.38)  -0.34
C (-1.18, 1.84, -1.19)  -0.15
H (2.82, 3.08, -3.22)  0.11
H (1.75, 3.35, -5.44)  0.11
H (-0.69, 2.97, -5.68)  0.11
H (-2.02, 2.22, -3.76)  0.12
H (-2.18, 1.54, -1.48)  0.07
H (-1.26, 2.72, -0.54)  0.06
C (-3.06, -6.70, -7.23)  -0.11
C (-2.04, -6.09, -6.28)  -0.29
S (-2.35, -4.32, -6.14)  0.64
O (-3.31, -4.08, -5.08)  -0.32
O (-2.61, -3.76, -7.44)  -0.29
C (-0.79, -3.62, -5.53)  -0.20
C (-0.99, -2.10, -5.54)  -0.14
N (-0.22, -1.43, -4.50)  0.06
C (-0.72, -1.01, -3.32)  -0.30
N (0.22, -0.46, -2.57)  0.10
C (1.37, -0.54, -3.28)  -0.03
C (1.13, -1.14, -4.48)  -0.12
N (2.07, -1.42, -5.50)  -0.33
O (1.71, -2.07, -6.47)  0.09
O (3.20, -0.99, -5.33)  0.10
C (-2.16, -1.11, -2.97)  0.03
H (-2.87, -7.77, -7.34)  0.08
H (-2.99, -6.23, -8.21)  0.08
H (-4.07, -6.57, -6.85)  0.09
H (-1.02, -6.19, -6.66)  0.10
H (-2.12, -6.49, -5.27)  0.10
H (0.03, -3.93, -6.17)  0.10
H (-0.67, -4.01, -4.52)  0.10
H (-2.04, -1.89, -5.35)  0.11
H (-0.72, -1.71, -6.52)  0.14
H (2.32, -0.17, -2.91)  0.13
H (-2.76, -0.46, -3.63)  0.10
H (-2.31, -0.79, -1.95)  0.06
H (-2.54, -2.12, -3.10)  0.09

=====

Formula: C38H37Cl5CsO4S2Si
Source: OMol25
Level of theory: ωB97M-V/def2-TZVPD

Calculated values
**Net charge**: -1
**Energy above the lowest of the compared OMol25 structures with the same formula, charge and spin**: 0.0 kcal per mole
**HOMO-LUMO gap**: 6.30 eV
**Molecular weight**: 960.1 g/mol
**DFT total energy**: -140908.0483 eV
**LUMO energy**: 1.68 eV
**HOMO level**: -4.62 eV

Last column: Löwdin charge in e.
Geometry (Å):
Cs (1.96, -0.36, -0.36)  1.48
O (2.01, -3.53, -1.18)  -0.56
S (1.72, -4.95, -1.27)  0.96
C (0.51, -5.32, 0.08)  -0.31
C (-0.81, -4.60, -0.06)  -0.25
C (-1.50, -4.36, 1.29)  -0.22
C (-0.81, -3.35, 2.19)  -0.30
S (-0.65, -1.61, 1.59)  0.97
O (0.02, -1.73, 0.28)  -0.86
C (-2.39, -1.35, 1.21)  -0.36
C (-2.83, -1.40, -0.11)  -0.09
C (-4.16, -1.18, -0.39)  -0.08
C (-5.05, -0.90, 0.63)  -0.09
C (-4.61, -0.85, 1.94)  -0.07
C (-3.27, -1.07, 2.23)  -0.07
C (0.56, -5.14, -2.65)  -0.38
C (0.11, -4.01, -3.31)  -0.06
C (-0.76, -4.15, -4.38)  -0.07
C (-1.17, -5.41, -4.78)  -0.09
C (-0.70, -6.54, -4.13)  -0.09
C (0.17, -6.41, -3.06)  -0.10
H (1.05, -5.01, 0.97)  0.08
H (0.40, -6.41, 0.13)  0.09
H (-1.47, -5.17, -0.71)  0.12
H (-0.62, -3.64, -0.53)  0.08
H (-1.56, -5.32, 1.83)  0.12
H (-2.53, -4.05, 1.12)  0.11
H (0.21, -3.64, 2.41)  0.08
H (-1.33, -3.27, 3.14)  0.09
H (-2.10, -1.58, -0.89)  0.11
H (-4.50, -1.20, -1.42)  0.11
H (-6.09, -0.71, 0.40)  0.10
H (-5.30, -0.60, 2.73)  0.10
H (-2.92, -0.99, 3.24)  0.10
H (0.45, -3.04, -2.98)  0.11
H (-1.11, -3.27, -4.90)  0.11
H (-1.84, -5.51, -5.62)  0.10
H (-1.01, -7.52, -4.45)  0.10
H (0.55, -7.28, -2.56)  0.11
Cl (7.61, 1.86, -5.61)  0.62
C (6.46, 1.59, -4.36)  -0.75
C (5.88, 0.34, -4.19)  -0.73
Cl (6.31, -0.94, -5.25)  0.65
C (4.96, 0.13, -3.19)  -0.62
Cl (4.22, -1.40, -2.98)  0.69
C (4.56, 1.15, -2.27)  -0.55
O (3.74, 0.93, -1.36)  -0.50
C (5.18, 2.42, -2.49)  -0.63
Cl (4.73, 3.68, -1.43)  0.71
C (6.10, 2.63, -3.50)  -0.72
Cl (6.81, 4.18, -3.71)  0.65
C (-1.62, 1.62, -0.84)  -0.10
C (-0.86, 2.81, -0.27)  -0.59
C (-1.77, 4.04, -0.32)  -0.10
C (0.36, 3.09, -1.15)  -0.09
Si (-0.18, 2.31, 1.46)  0.40
O (0.47, 0.88, 1.39)  -0.61
C (-1.48, 2.38, 2.86)  -0.19
C (-1.27, 1.49, 3.90)  -0.11
C (-2.07, 1.47, 5.03)  -0.11
C (-3.14, 2.35, 5.13)  -0.12
C (-3.37, 3.25, 4.11)  -0.11
C (-2.53, 3.27, 3.01)  -0.10
C (1.10, 3.65, 1.92)  -0.21
C (0.76, 4.93, 2.33)  -0.10
C (1.73, 5.89, 2.58)  -0.11
C (3.06, 5.58, 2.42)  -0.11
C (3.42, 4.30, 2.02)  -0.10
C (2.44, 3.35, 1.78)  -0.09
H (-1.93, 1.82, -1.88)  0.09
H (-2.52, 1.41, -0.27)  0.08
H (-1.01, 0.73, -0.83)  0.04
H (-2.02, 4.29, -1.35)  0.08
H (-1.27, 4.90, 0.12)  0.07
H (-2.70, 3.86, 0.22)  0.06
H (0.05, 3.29, -2.18)  0.09
H (1.05, 2.24, -1.17)  0.03
H (0.92, 3.95, -0.79)  0.08
H (-0.44, 0.80, 3.81)  0.09
H (-1.87, 0.77, 5.83)  0.10
H (-3.78, 2.33, 6.01)  0.09
H (-4.19, 3.95, 4.18)  0.09
H (-2.72, 4.01, 2.24)  0.08
H (-0.28, 5.19, 2.47)  0.09
H (1.44, 6.89, 2.89)  0.09
H (3.82, 6.33, 2.60)  0.09
H (4.47, 4.05, 1.89)  0.09
H (2.72, 2.35, 1.48)  0.09